C6H28O9 | ωB97M-V with the def2-TZVPD basis set

```
43
Properties=species:S:1:pos:R:3:nbo_charge:R:1
C 0.76724 0.13092 2.81129 -0.606
C 1.72459 1.01786 1.91264 -0.399
C 1.10267 1.59163 0.62962 -0.415
C -0.12764 2.50778 0.90738 -0.410
C -0.75768 2.83155 -0.46929 -0.511
C -1.36150 1.64331 -1.21172 0.488
O -0.63757 0.91250 -1.84732 -0.610
H 1.45664 -0.52108 3.37496 0.216
H 0.16584 -0.41595 2.21192 0.176
H 0.21126 0.84133 3.49240 0.213
H 2.68775 0.45729 1.79364 0.204
H 2.22066 1.82873 2.57204 0.195
H 0.79638 0.74906 0.02062 0.210
H 1.90793 2.15805 0.08944 0.200
H 0.15601 3.48917 1.36249 0.217
H -0.92242 1.97276 1.47231 0.235
H -1.65902 3.62677 -0.49027 0.211
H 0.04952 3.31836 -1.16287 0.247
H -2.45143 1.46090 -1.16583 0.138
O 2.09937 -0.17005 -3.20491 -0.960
H 2.29012 -0.90776 -3.89895 0.493
H 1.14021 -0.13267 -3.53826 0.487
O -2.37474 0.16659 0.86907 -0.989
H -1.90627 -0.49943 1.37538 0.503
H -3.36545 0.01834 0.98677 0.485
O 0.55223 -2.77092 1.16370 -0.936
H 0.92542 -3.30919 0.60372 0.490
H 0.78855 -1.89001 0.75627 0.516
O -1.33211 -1.66655 -2.39537 -0.955
H -1.32064 -0.72248 -2.36198 0.492
H -1.89071 -1.89757 -1.65687 0.509
O 2.43457 2.41094 -2.61357 -0.942
H 2.82689 2.45725 -1.82734 0.445
H 2.09799 1.48849 -2.63584 0.486
O -2.33773 -3.12970 -0.35320 -0.989
H -1.60163 -3.71042 -0.53457 0.468
H -2.22891 -2.88461 0.61031 0.502
O -1.84669 -2.23775 2.10330 -1.019
H -1.99842 -2.60179 2.88407 0.473
H -0.79615 -2.44574 1.80804 0.519
O 0.93426 -2.02092 -1.24218 -1.061
H 0.03688 -1.84668 -1.74169 0.498
H 1.54372 -1.29830 -1.45937 0.487
```

Results
SMILES: CCCCCC=O.O.O.O.O.O.O.O.O
Energy, Eh: -922.48756
Frontier orbital gap, eV: 10.41
Net charge: 0
Energy relative to the best compared isomer or geometry (same formula, charge and spin), kJ/mol: 253.5
Strongest force on any atom, eV Å⁻¹: 8.360

C6H2F18K3O19S6 | ωB97M-V with the def2-TZVPD basis set

```
54
Properties=species:S:1:pos:R:3:nbo_charge:R:1
K 2.95731 -3.41877 -2.81098 0.966
K 1.15358 -5.12057 -0.13754 0.986
K 0.25116 -2.39565 -6.04421 0.991
C 0.54132 -0.94359 3.25417 0.707
F -0.81872 -0.85335 3.01833 -0.339
F 0.96642 -2.11473 2.85710 -0.338
F 1.20425 0.00636 2.57568 -0.321
S 1.04207 -0.72544 5.10083 2.324
O 0.94360 0.66917 5.31067 -0.997
O 0.03078 -1.50360 5.85252 -1.023
O 2.38695 -1.26879 5.20443 -1.008
C 1.18773 2.19225 -4.58700 0.712
F 0.06848 1.69527 -3.92732 -0.332
F 1.80670 1.18703 -5.27055 -0.368
F 0.84974 3.11957 -5.48870 -0.328
S 2.45106 2.97472 -3.32240 2.255
O 3.13916 1.83263 -2.68691 -0.977
O 3.30824 3.74963 -4.25559 -0.998
O 1.67355 3.76176 -2.30516 -0.957
C -0.36372 -0.62373 -0.79014 0.770
F -0.77597 0.45262 -1.46824 -0.300
F 0.96190 -0.38683 -0.47518 -0.299
F -1.15563 -0.80776 0.20451 -0.258
S -0.49457 -1.97396 -2.09056 2.292
O 0.19663 -3.18810 -1.66284 -1.135
O -1.92221 -2.24094 -2.18379 -0.973
O 0.09337 -1.45899 -3.35868 -1.074
C -4.38869 0.50459 1.40717 0.728
F -3.50899 -0.45947 1.65574 -0.311
F -4.44788 1.37896 2.43066 -0.335
F -3.99464 1.26887 0.39294 -0.326
S -6.10267 -0.27046 1.01000 2.297
O -5.71504 -1.33459 0.04979 -1.031
O -6.63653 -0.77246 2.27830 -0.985
O -6.94060 0.70374 0.33560 -0.985
C 5.54044 -2.47072 1.19877 0.753
F 6.09048 -3.60943 0.63767 -0.359
F 5.21610 -2.67803 2.46235 -0.299
F 6.46020 -1.49970 1.22394 -0.307
S 3.93852 -2.03996 0.12348 2.286
O 3.18705 -3.23403 -0.12051 -1.129
O 3.15876 -1.02619 0.78398 -0.889
O 4.45562 -1.52876 -1.18438 -1.031
C -1.23214 3.03830 0.94633 0.741
F -1.05385 1.81359 1.42992 -0.304
F -1.29275 2.89035 -0.40275 -0.302
F -2.43013 3.38549 1.36591 -0.299
S 0.14785 4.20141 1.57736 2.217
O -0.37723 5.55648 1.41123 -0.776
O 0.30764 3.80504 3.01114 -0.581
O 1.31859 3.91497 0.82183 -0.698
O -4.57428 -1.26512 -2.14049 -1.012
H -5.04734 -1.17604 -1.31314 0.491
H -3.76171 -1.71308 -1.90531 0.467
```

Results
Energy, Eh: -7646.01275
Frontier orbital gap (alpha / beta), eV: 3.59 / 3.57
Net charge: -2
<S²>: 0.766
Multiplicity: 2
Strongest force on any atom, eV Å⁻¹: 5.894

C6H2F3N4 | ωB97M-V with the def2-TZVPD basis set

```
15
Properties=species:S:1:pos:R:3:nbo_charge:R:1
C -2.04704 1.71320 1.70737 0.164
C -2.39781 -1.29068 0.93565 0.378
C 0.06764 1.38545 0.40158 0.093
C -1.13223 0.83346 0.96884 0.149
C 0.91684 -0.59929 -0.79700 0.557
C 2.05031 -1.35590 -1.47135 0.874
N -2.84462 2.38624 2.09460 -0.133
N -3.08476 -2.23640 0.90136 -0.129
N -1.47840 -0.39110 0.82840 -0.346
N 1.00083 0.59345 -0.27861 -0.531
F 2.71587 -2.06325 -0.52370 -0.265
F 1.47012 -2.15213 -2.39765 -0.270
F 2.88766 -0.56275 -2.11746 -0.266
H 0.24093 2.42865 0.28530 0.256
H 1.63466 1.31106 -0.53733 0.469
```

Results
Energy, Eh: -747.92843
Frontier orbital gap (alpha / beta), eV: 6.42 / 6.66
Net charge: +1
Energy relative to the best compared isomer or geometry (same formula, charge and spin), kJ/mol: 498.7
Strongest force on any atom, eV Å⁻¹: 5.449

C6H2FI | ωB97M-V with the def2-TZVPD basis set

```
10
Properties=species:S:1:pos:R:3:nbo_charge:R:1
C -1.45688 1.45622 -1.22316 -0.175
C -1.42588 0.72928 -0.26517 -0.009
C -1.12343 0.03423 0.85541 -0.117
C -0.60475 -0.73317 1.68780 -0.250
I 0.36012 -1.59053 3.22042 0.338
H -1.50151 1.89520 -2.14451 0.225
C 1.68192 0.14416 -0.69871 -0.415
C 1.28226 -0.89933 -0.25711 0.421
F 1.15043 -2.08727 0.04746 -0.255
H 1.63772 1.05121 -1.22241 0.237
```

Results
SMILES: C#CC#CI.C#CF
Energy, Eh: -627.11793
Frontier orbital gap, eV: 9.20
Net charge: 0
Energy relative to the best compared isomer or geometry (same formula, charge and spin), kJ/mol: 110.0
Strongest force on any atom, eV Å⁻¹: 4.614

C6H2N4O2 | ωB97M-V with the def2-TZVPD basis set

```
14
Properties=species:S:1:pos:R:3:nbo_charge:R:1
C -0.94823 1.49243 0.49515 0.167
C 0.33205 1.05882 -1.31816 0.172
C -0.40505 -1.42228 1.44509 0.215
C 1.20938 -1.56326 -0.43266 0.173
C -0.61543 0.49972 -0.44038 0.161
C 0.59778 -0.73166 0.55690 0.135
N -1.25156 2.40521 1.09710 -0.216
N 1.00995 1.59627 -2.06593 -0.212
N -1.33749 -1.93917 1.85419 -0.225
N 1.83472 -2.15568 -1.19668 -0.208
O -1.61365 -0.20173 -0.88369 -0.623
O 1.50261 0.02228 1.24132 -0.592
H -2.45570 0.36967 -1.04503 0.528
H 2.14063 0.56936 0.69279 0.525
```

Results
Energy, Eh: -599.06057
Frontier orbital gap (alpha / beta), eV: 7.33 / 7.85
Net charge: 0
<S²>: 2.023
Multiplicity: 3
Strongest force on any atom, eV Å⁻¹: 7.580

C6H30FeO18 | ωB97M-V with the def2-TZVPD basis set

```
55
Properties=species:S:1:pos:R:3:nbo_charge:R:1
Fe 3.34797 -0.92275 -2.78013 1.662
C 0.28254 -0.68442 1.60676 -0.514
C 1.27562 -0.61989 0.59036 0.467
C 0.78201 -0.28487 -0.91823 0.450
O 1.68230 -0.38422 -1.84229 -0.869
C -0.58220 0.11885 -1.11120 -0.448
C -1.43186 0.18219 -0.06343 0.439
C -0.97186 -0.24814 1.35863 0.416
O -1.81130 -0.34229 2.37443 -0.695
O -2.63368 0.57613 -0.44846 -0.688
O 2.50998 -0.71951 0.83832 -0.808
H 0.60706 -1.00263 2.58646 0.235
H -0.83640 0.38880 -2.12555 0.221
O -5.01870 -0.47749 1.24368 -0.956
H -4.43352 -0.18828 1.94379 0.482
H -4.57550 -0.21524 0.43680 0.472
O -5.05595 2.50510 -0.72664 -0.938
H -4.45355 1.78581 -0.91635 0.476
H -4.51793 3.15631 -0.27645 0.462
O 2.47476 -0.38184 -4.67519 -0.972
H 2.64485 0.50967 -4.97932 0.515
H 2.32495 -0.88416 -5.47611 0.518
O -1.47335 -1.61037 -3.40971 -0.954
H -1.13086 -1.37929 -2.54627 0.471
H -2.08405 -0.90464 -3.62240 0.478
O -0.99110 3.85609 -2.36042 -0.940
H -1.33000 2.98058 -2.17372 0.474
H -1.32278 4.39932 -1.64549 0.467
O 3.65898 1.84923 -0.19176 -0.982
H 3.35930 1.13222 0.36710 0.512
H 3.93378 2.53188 0.42038 0.499
O -0.57965 1.40078 4.71734 -0.948
H -0.80910 0.96700 3.89550 0.483
H -1.32710 1.96816 4.90606 0.462
O 4.18004 0.94394 -2.63403 -1.017
H 4.09992 1.33836 -1.76556 0.540
H 4.84189 1.47397 -3.07819 0.507
O 4.44157 -1.32714 -0.95695 -1.020
H 3.86265 -1.29303 -0.19542 0.541
H 5.31079 -1.13251 -0.60654 0.510
O 3.48010 0.12149 3.38699 -0.943
H 4.12464 -0.52374 3.09635 0.459
H 2.70259 -0.06158 2.85954 0.481
O -3.13396 1.32654 -3.25494 -0.969
H -2.85075 1.02447 -2.39193 0.483
H -3.99721 0.93117 -3.37622 0.476
O 1.94370 -3.73314 0.98857 -0.967
H 1.00358 -3.78155 1.16195 0.498
H 2.19400 -2.85212 1.26680 0.465
O -3.71906 -0.72329 4.64549 -0.942
H -3.45233 0.16910 4.86622 0.463
H -2.95489 -1.10153 4.21051 0.481
O -0.89227 -3.45017 2.07946 -0.967
H -1.73488 -3.85228 2.29052 0.482
H -0.96381 -2.55503 2.41088 0.487
```

Results
Energy, Eh: -2864.59365
Frontier orbital gap (alpha / beta), eV: 6.27 / 6.01
Net charge: 0
<S²>: 6.008
Energy relative to the best compared isomer or geometry (same formula, charge and spin), kJ/mol: 0.0
Multiplicity: 5
Strongest force on any atom, eV Å⁻¹: 6.441